C32H56NO11P | the ωB97M-V functional and the def2-TZVPD basis

```
101
Properties=species:S:1:pos:R:3:forces:R:3
C 4.573821 1.301090 0.588911 -0.64 -0.19 0.13
O 4.230710 0.549394 -0.563494 0.31 0.56 0.01
C 3.637990 1.347842 -1.574544 -0.20 0.05 0.22
C 2.104948 1.403460 -1.482493 0.79 -0.22 -0.31
C 1.566998 2.032827 -2.781419 -0.84 -0.61 0.30
C 0.199670 2.737556 -2.606346 0.85 0.34 -0.50
C 0.325878 4.226151 -2.188662 0.39 -0.60 -0.35
C -0.640663 5.178657 -2.904564 -0.86 0.34 1.69
C -2.065912 5.130844 -2.247770 0.75 -0.13 -0.87
C -2.952495 4.130311 -3.005351 -0.39 0.05 0.71
C -4.455757 4.176166 -2.576966 0.67 -0.43 -0.03
C -4.664169 3.097311 -1.519038 -0.32 1.95 -1.22
C -5.106278 1.871317 -1.951834 -0.15 -0.84 0.23
C -5.314020 0.840516 -1.049927 0.08 -0.25 -1.37
P -5.951816 -0.741915 -1.694474 -1.09 -0.65 1.64
N -6.463147 -1.716977 -0.615391 0.38 0.43 -0.03
O -4.805407 -1.396559 -2.625423 -0.34 0.78 -0.28
O -7.199830 -0.348614 -2.654953 1.44 0.04 -0.56
C -5.029489 1.067373 0.272621 -0.46 -1.52 1.21
C -4.589157 2.274183 0.718912 0.42 1.24 0.43
C -4.417872 3.332247 -0.180208 0.19 0.01 0.61
C -3.976635 4.666322 0.385221 -0.17 0.39 -0.12
O -4.349174 5.737466 -0.052662 0.30 -0.56 0.20
C -3.068285 4.585974 1.580322 -0.35 -0.08 -0.84
C -3.204642 3.561670 2.408976 0.35 -0.06 0.06
C -4.274148 2.527532 2.169223 0.11 0.02 0.66
O -4.834201 1.990157 3.102954 0.35 -0.02 -0.73
H 5.200896 0.671066 1.222261 -0.05 0.10 -0.07
H 3.648444 1.552968 1.129182 0.28 0.08 0.14
H 5.095677 2.235418 0.343077 0.05 -0.20 -0.06
H 3.948694 0.913372 -2.533014 -0.17 0.02 0.09
H 4.038104 2.372921 -1.529680 0.04 -0.14 -0.07
H 1.783801 1.923441 -0.572575 0.08 0.16 -0.19
H 1.779288 0.361861 -1.375590 -0.21 0.20 -0.07
H 2.315276 2.684529 -3.246701 -0.17 0.11 0.13
H 1.389182 1.208043 -3.483831 0.28 0.12 0.00
H -0.364099 2.139695 -1.881670 -0.26 0.20 -0.22
H -0.289067 2.713813 -3.587988 -0.20 -0.13 0.25
H 0.226315 4.271744 -1.096927 -0.11 0.39 -0.16
H 1.349147 4.558090 -2.410712 -0.10 -0.13 0.02
H -0.748043 4.976787 -3.972869 0.39 0.08 0.04
H -0.278046 6.197074 -2.724637 0.11 -0.10 -0.44
H -1.892416 4.841742 -1.205330 -0.35 -0.06 -0.07
H -2.514198 6.129909 -2.222749 -0.05 -0.17 -0.14
H -2.845916 4.257537 -4.087226 -0.06 0.21 0.14
H -2.566205 3.130726 -2.767221 -0.07 0.04 -0.29
H -5.097879 3.962907 -3.436911 0.07 -0.04 0.13
H -4.718037 5.162842 -2.199881 0.02 -0.11 -0.06
H -5.312186 1.682664 -3.002237 0.04 0.37 -0.02
H -6.314819 -1.281379 0.289952 -0.15 -0.50 0.20
H -4.278914 -0.728057 -3.084997 0.09 -0.17 -0.06
H -6.866481 -0.119234 -3.535763 -0.46 0.00 -0.08
H -5.165208 0.284489 1.016677 0.01 0.04 -0.13
H -2.341835 5.381380 1.714490 -0.20 0.01 0.06
H -2.532993 3.509518 3.262051 -0.49 -0.33 0.18
C 5.745179 -1.886021 -1.841787 0.21 -0.06 0.02
O 7.124475 -2.175952 -1.971348 0.00 0.06 0.18
C 7.824686 -1.147970 -2.647967 -0.03 -0.38 -0.01
C 9.287372 -1.147243 -2.258661 0.09 0.15 -0.07
O 9.540940 -0.557505 -0.989230 -0.03 -0.08 0.00
C 9.173075 -1.316722 0.155593 0.06 0.18 0.07
C 10.079035 -2.499798 0.422687 -0.30 -0.26 -0.04
O 9.749045 -3.585639 -0.427789 0.12 0.09 -0.21
C 10.813335 -4.498594 -0.568813 -0.15 0.03 0.04
H 5.271731 -1.806987 -2.828507 -0.08 0.04 0.03
H 5.281096 -2.702062 -1.289678 0.05 -0.06 -0.07
H 5.595127 -0.961090 -1.279692 -0.06 -0.05 -0.16
H 7.389316 -0.168758 -2.413704 0.02 0.02 -0.01
H 7.735455 -1.331301 -3.727994 0.05 0.20 -0.06
H 9.822407 -0.520047 -2.975963 -0.03 0.06 0.05
H 9.720455 -2.146851 -2.323739 -0.19 -0.09 0.05
H 8.124659 -1.616435 0.110090 0.05 -0.21 -0.08
H 9.273709 -0.625783 0.996213 0.07 0.02 -0.03
H 9.946506 -2.831811 1.461575 0.13 0.15 0.08
H 11.122681 -2.199816 0.269921 0.00 0.04 0.03
H 11.697116 -4.003861 -0.988278 0.07 -0.03 0.08
H 10.495402 -5.279038 -1.257850 -0.06 0.01 0.03
H 11.066689 -4.956185 0.394410 0.11 -0.01 -0.02
C -5.328777 -4.538834 1.116686 -0.05 0.07 0.08
O -5.461595 -4.018378 2.423859 0.27 -0.15 0.03
C -6.315250 -4.800232 3.239437 0.03 0.38 -0.09
C -5.977026 -4.604781 4.701459 -0.12 -0.12 0.12
O -4.822994 -5.319788 5.126048 0.04 0.09 -0.05
C -3.564200 -4.812701 4.701250 0.03 -0.19 0.10
C -3.148226 -3.536371 5.402156 -0.01 0.21 -0.35
O -3.810742 -2.415765 4.837303 -0.19 -0.05 0.12
C -3.845928 -1.312630 5.714283 0.01 -0.04 -0.16
H -6.293572 -4.540965 0.601315 0.05 -0.04 -0.11
H -4.639837 -3.897363 0.571710 -0.09 0.08 0.00
H -4.911789 -5.553503 1.142545 -0.09 -0.04 0.00
H -6.223985 -5.862692 2.984260 -0.01 -0.02 0.03
H -7.349270 -4.475998 3.059257 -0.09 -0.18 0.07
H -6.799722 -5.015610 5.291753 0.04 -0.08 -0.01
H -5.899685 -3.546172 4.955440 0.06 0.05 -0.20
H -3.528868 -4.702633 3.616186 -0.04 0.22 0.01
H -2.843484 -5.589079 4.969169 -0.03 0.00 0.07
H -2.066830 -3.388144 5.275682 0.05 -0.13 0.16
H -3.378993 -3.616868 6.471147 0.02 -0.04 0.01
H -4.365575 -1.571686 6.644092 0.09 0.03 0.07
H -4.396040 -0.511403 5.223209 0.04 -0.02 -0.06
H -2.832501 -0.961103 5.941466 -0.02 0.03 0.11
```
Forces are in eV/Å.

## Properties
F_max = 0.04511 hartree/bohr
LUMO = -1.30 eV
E_HOMO = -8.90 eV
net charge = 0

***

C32H56O18P2 | the ωB97M-V functional and the def2-TZVPD basis

```
108
Properties=species:S:1:pos:R:3:forces:R:3
C -0.554569 -1.168092 -5.089234 0.30 -0.01 -0.20
C 0.111391 -2.302750 -5.526300 -0.61 -0.46 -0.03
C -0.551858 -3.226260 -6.335778 0.54 0.01 0.05
C -1.842067 -2.983675 -6.760120 -0.78 0.64 0.36
C -2.524034 -1.850946 -6.295705 0.81 -0.46 -0.51
C -1.860669 -0.929334 -5.500764 -0.54 -0.05 -0.05
O -2.442897 0.240124 -5.113655 0.37 0.51 0.53
O 0.083276 -4.353216 -6.784087 -0.31 -0.38 -0.50
H -0.037756 -0.436755 -4.482180 -0.10 0.04 0.06
H 1.124305 -2.553401 -5.236878 0.08 0.32 0.12
H -2.393628 -3.614539 -7.442954 0.36 -0.39 0.07
H -3.531775 -1.700896 -6.659672 -0.06 0.25 0.17
H -3.379309 0.301296 -5.314765 -0.08 -0.26 -0.11
H 0.794039 -4.648261 -6.212185 0.06 0.29 0.20
C -2.916579 4.320032 1.773809 -0.05 -1.29 0.67
C -2.667196 5.471212 2.489735 0.32 0.27 0.50
C -2.895083 5.505741 3.867169 0.61 0.30 -0.41
C -3.376983 4.409727 4.545372 -0.40 -0.21 -0.18
C -3.662536 3.247440 3.831434 0.29 0.00 -0.19
C -3.395442 3.189507 2.468405 -0.06 0.42 -0.15
O -3.582555 2.013911 1.796782 0.15 0.22 0.12
O -2.554338 6.621993 4.597910 -0.39 0.06 0.62
H -2.657174 4.089052 0.746695 0.01 0.79 -0.19
H -2.186021 6.363280 2.102256 -0.17 -0.13 -0.54
H -3.517955 4.477525 5.615424 0.00 -0.08 0.01
H -3.988916 2.341146 4.323826 -0.12 0.06 0.07
H -2.950486 2.017730 1.056864 -0.14 -0.38 0.02
H -1.859791 7.143875 4.193456 0.00 -0.13 -0.35
C -2.885707 3.156849 -2.780470 -0.16 0.26 -0.20
C -2.065045 4.182103 -2.308456 0.17 -0.63 0.77
C -2.440961 5.506660 -2.358385 0.05 -0.21 -0.55
C -3.666039 5.839447 -2.931955 0.45 0.44 0.61
C -4.501925 4.841478 -3.359654 -0.18 -0.29 -0.22
C -4.102887 3.500927 -3.326500 -0.39 0.60 -0.45
O -4.932899 2.545429 -3.873839 0.24 -0.54 0.16
O -1.648604 6.525709 -1.921242 -0.12 0.55 0.13
H -2.588273 2.116642 -2.759933 0.08 0.03 0.10
H -1.167779 3.903318 -1.762882 0.11 0.10 -0.18
H -3.927754 6.890064 -2.960034 -0.18 -0.08 -0.10
H -5.485621 5.097647 -3.737705 0.03 -0.06 -0.09
H -5.367264 2.906806 -4.650021 -0.09 0.15 0.07
H -0.760727 6.244198 -1.689704 -0.05 -0.34 -0.01
C 1.604716 -0.627306 1.294465 1.77 -0.74 -1.83
O 0.415929 0.123255 1.262398 -0.58 1.32 0.46
P -0.172865 0.753265 -0.062186 1.19 -1.30 -1.02
O -1.383664 1.556731 0.074294 0.15 0.06 0.13
O -0.287476 -0.557060 -0.991789 -0.39 1.21 0.14
C -1.571285 -1.108933 -1.301367 -0.21 -1.74 0.20
O 1.097342 1.477594 -0.762018 -0.16 -0.31 0.80
C 1.018827 1.800681 -2.134220 -1.97 0.35 -1.52
H 2.240369 -0.478486 2.164178 -0.74 0.03 0.48
H 2.275709 -0.365276 0.462371 -0.27 0.46 0.18
H 1.450413 -1.677630 1.032643 -0.48 -0.03 0.80
H -1.810671 -0.991278 -2.356288 -0.08 0.50 0.09
H -2.371556 -0.848013 -0.609950 0.11 0.67 -0.18
H -1.473356 -2.187150 -1.135631 0.12 0.04 -0.13
H 0.039405 2.238595 -2.380138 0.04 0.14 0.39
H 0.994133 0.941491 -2.810967 0.67 -0.30 0.42
H 1.715451 2.548004 -2.503863 0.60 -0.21 0.72
C -0.265487 -3.888646 3.930398 0.27 -1.09 -0.30
O -1.134474 -3.685711 2.797196 -0.64 0.93 0.42
P -2.652804 -3.207937 3.044071 -0.16 1.02 -0.20
O -3.305718 -2.629694 1.858737 0.74 -0.54 0.24
O -2.585102 -2.233590 4.312362 -0.14 -0.74 -0.24
C -1.862579 -1.007360 4.186880 0.30 0.52 0.22
O -3.392997 -4.452008 3.673938 0.06 0.25 0.49
C -3.910987 -5.449464 2.811764 -0.02 -0.90 -0.62
H -0.234812 -4.973114 4.062914 0.32 0.11 0.17
H -0.560389 -3.456892 4.884717 -0.46 0.31 -0.29
H 0.719704 -3.513531 3.663040 -0.01 -0.02 -0.07
H -1.240931 -0.864640 5.073294 0.08 -0.36 -0.03
H -2.529980 -0.146386 4.178905 -0.26 -0.23 -0.36
H -1.228849 -1.000314 3.299716 -0.06 0.10 -0.04
H -3.113607 -5.946127 2.248406 0.08 0.19 0.06
H -4.632315 -5.069646 2.088704 0.02 0.30 0.17
H -4.382511 -6.224912 3.412484 -0.03 0.25 0.21
C 6.369782 -0.407745 -1.477996 0.09 0.30 0.46
O 5.237486 -1.038925 -2.008202 -0.28 0.20 -0.89
C 4.024622 -0.368502 -1.719041 0.59 -0.44 0.68
C 2.863314 -1.260047 -2.047704 -0.38 -1.15 0.70
O 2.993339 -2.397427 -1.183894 0.08 0.12 0.06
C 1.909021 -3.286087 -1.246567 0.17 -0.59 -0.57
H 6.290522 0.687065 -1.480676 -0.02 -0.02 -0.32
H 7.231314 -0.713416 -2.067188 0.03 0.01 0.05
H 6.527881 -0.672982 -0.422768 -0.03 -0.19 -0.07
H 3.943149 0.628385 -2.164753 0.14 -0.06 -0.31
H 4.040787 -0.238620 -0.628311 -0.43 0.25 0.02
H 2.793628 -1.699004 -3.049250 0.36 0.68 -0.33
H 1.919068 -0.764240 -1.811998 0.05 0.17 -0.16
H 2.280219 -4.278032 -0.976908 -0.11 0.19 0.64
H 1.543510 -3.481902 -2.267316 -0.02 0.58 -0.08
H 1.076344 -2.943070 -0.630995 -0.12 -0.20 0.05
C 4.397015 -3.003252 2.235784 0.46 0.06 -0.12
O 4.922689 -3.045904 3.556432 0.11 -0.07 -0.66
C 5.853179 -2.004030 3.788398 -0.14 -0.15 0.91
C 5.180269 -0.781465 4.392388 -0.14 -0.20 -0.49
O 4.552820 -0.033689 3.362421 -0.25 -0.22 -0.12
C 3.913903 1.125251 3.837012 0.46 0.43 0.42
H 3.946434 -2.024507 2.074286 -0.49 -0.24 -0.21
H 3.749591 -3.864772 2.094714 -0.42 0.26 0.21
H 5.169786 -3.118777 1.464386 0.25 0.07 0.21
H 6.422111 -1.745405 2.892048 0.02 -0.04 -0.03
H 6.513653 -2.416752 4.557284 0.24 0.20 -0.16
H 5.892323 -0.138270 4.920527 0.11 -0.06 0.05
H 4.440630 -1.173391 5.098993 -0.07 0.22 0.14
H 4.631603 1.691106 4.452400 -0.20 0.11 -0.09
H 3.034511 0.934164 4.465590 0.02 -0.24 -0.13
H 3.625956 1.743006 2.987383 -0.03 -0.12 -0.03
```
Forces are in eV/Å.

## Properties
F_max = 0.05162 hartree/bohr
LUMO = 0.41 eV
E_HOMO = -7.54 eV
net charge = 0
ΔE to the lowest compared entry with this formula, charge and spin = 0.000 eV

***

C32H57Br2F3NO5 | the ωB97M-V functional and the def2-TZVPD basis

```
100
Properties=species:S:1:pos:R:3:forces:R:3
C -3.571986 4.652995 5.455413 -0.03 -0.12 1.11
C -2.906029 6.096182 5.878961 -1.62 -1.13 1.77
O -2.366799 6.874443 4.737371 3.52 -3.92 -0.87
C -1.214478 6.052259 4.273981 1.93 -0.09 0.03
C 0.203885 6.106639 5.094314 -0.11 -2.64 -3.32
C 1.454462 5.173785 4.525623 -4.17 0.92 -1.59
C 2.866287 5.264309 5.354318 2.43 -0.32 6.33
O 2.931529 5.099950 6.697090 -1.14 1.00 -9.41
O 4.166255 5.584740 4.694713 -5.24 -0.60 -0.37
C 1.169738 4.285729 3.173330 -1.87 1.96 0.85
C 2.390123 3.352704 2.599584 -1.15 0.13 1.14
C 2.422511 1.995798 3.572485 4.45 -4.93 1.20
O 3.472592 1.154683 3.632007 -6.98 6.02 -0.51
O 1.217899 1.723478 4.376210 2.80 1.35 -1.16
C -0.289877 4.326362 2.414807 1.01 1.57 2.91
C -0.692746 3.529932 1.039614 -0.34 0.35 0.16
C -0.357219 1.925221 1.040084 0.24 -0.64 -1.15
C -1.663297 0.969552 0.636329 0.87 0.41 -0.16
F -2.497872 1.538927 -0.447054 1.96 -1.08 3.32
Br -0.913697 -0.770552 -0.118410 -0.76 1.75 0.76
C -2.489454 0.591196 2.005757 -0.13 -0.40 1.15
F -2.679361 1.799927 2.890049 0.86 -3.26 -2.49
F -1.724929 -0.411315 2.789001 -2.18 3.47 -2.20
Br -4.290165 -0.172400 1.528612 1.86 1.05 0.92
N -1.396276 5.206143 3.033280 3.42 0.30 1.94
H -2.740294 3.882386 5.138526 -1.73 1.56 0.42
H -4.049024 4.208764 6.455093 1.05 1.03 -2.16
H -4.447245 4.725146 4.680141 1.88 0.01 1.35
H -2.079656 5.863147 6.682892 -1.44 0.67 -1.69
H -3.720331 6.777768 6.393803 1.75 -1.28 -1.31
H 0.330012 6.769396 6.069547 -0.43 -1.56 -2.41
H 3.912376 5.841753 3.748011 0.71 -0.34 1.61
H 2.175435 3.108336 1.475508 0.57 0.21 2.26
H 3.437222 3.914817 2.709374 -2.39 -1.49 -0.23
H 1.438647 1.428357 5.308311 0.23 0.06 -1.69
H -1.850560 3.650773 0.847995 2.33 -0.05 0.56
H -0.149154 4.042487 0.122100 -1.00 -0.94 2.06
H 0.058061 1.501424 2.048630 -0.93 0.90 -1.83
H 0.447940 1.703041 0.187104 -1.80 0.54 1.98
H -2.350757 5.256957 2.564797 1.68 -0.13 0.83
C -3.645620 -2.764650 -0.599748 -0.05 0.03 -0.20
C -4.844373 -3.642487 -0.921988 -0.04 -0.10 0.09
C -4.643856 -5.099317 -0.497535 -0.12 -0.11 -0.05
C -3.487253 -5.822128 -1.199095 0.08 0.10 -0.01
C -3.583487 -5.852831 -2.726912 0.17 -0.10 0.11
C -4.807125 -6.599449 -3.225681 -0.20 -0.02 -0.27
H -2.745852 -3.099281 -1.124323 -0.08 0.01 0.05
H -3.839823 -1.731711 -0.904041 0.12 -0.11 0.03
H -3.440220 -2.770777 0.475392 0.07 -0.04 -0.13
H -5.070771 -3.579695 -1.992291 0.01 -0.05 0.09
H -5.722979 -3.242979 -0.401470 0.03 -0.06 -0.07
H -5.577505 -5.648357 -0.668515 0.12 0.03 0.02
H -4.470930 -5.135609 0.584992 -0.01 0.03 -0.07
H -3.440955 -6.851370 -0.822999 -0.02 0.07 -0.05
H -2.535568 -5.358770 -0.914865 -0.07 -0.02 0.02
H -2.686662 -6.344377 -3.124631 -0.07 0.10 0.06
H -3.579489 -4.836201 -3.134647 0.02 -0.03 0.07
H -4.801619 -7.637298 -2.875792 -0.03 0.11 -0.03
H -4.826522 -6.611428 -4.320918 -0.05 -0.06 0.15
H -5.737608 -6.130020 -2.888482 0.11 -0.09 -0.04
C 1.589619 7.074445 -0.688422 -0.19 -0.04 -0.08
C 2.501480 5.957288 -0.206846 0.11 0.06 0.00
C 3.873944 6.464188 0.242726 0.07 -0.16 0.06
C 4.704117 7.138730 -0.856446 -0.05 0.12 -0.09
C 4.975274 6.263242 -2.082996 0.08 0.18 0.02
C 5.785325 5.022564 -1.754316 0.09 -0.28 -0.13
H 2.007284 7.592222 -1.556869 -0.08 -0.06 0.13
H 0.616772 6.669079 -0.982564 0.02 0.13 -0.02
H 1.426859 7.809730 0.105943 0.02 0.00 -0.11
H 2.607420 5.202192 -0.993836 0.08 0.05 0.05
H 2.020497 5.450245 0.638172 -0.01 -0.02 0.05
H 4.438541 5.625117 0.666482 0.05 0.02 -0.06
H 3.739646 7.178114 1.064527 -0.05 0.04 -0.04
H 5.661253 7.455526 -0.424631 -0.09 -0.06 -0.04
H 4.206328 8.058924 -1.183001 0.02 -0.08 0.10
H 5.527833 6.857043 -2.822030 -0.15 -0.05 0.12
H 4.035835 5.973700 -2.566131 0.02 0.07 0.03
H 6.754898 5.291719 -1.321806 -0.12 -0.06 -0.02
H 5.970045 4.436305 -2.661093 0.03 0.05 0.18
H 5.264001 4.370374 -1.045278 0.08 0.04 -0.06
C 3.215372 -8.441590 -5.489682 0.09 -0.13 -0.17
C 1.807463 -7.868448 -5.516946 -0.02 0.14 0.05
C 1.314868 -7.439368 -4.132763 -0.15 0.02 -0.01
C 1.206657 -8.573939 -3.106404 0.13 -0.06 -0.04
C 0.293329 -9.730035 -3.523182 0.12 0.00 0.20
C -1.150136 -9.301697 -3.714054 -0.28 -0.09 -0.18
H 3.275018 -9.339954 -4.868294 0.03 0.10 -0.06
H 3.531489 -8.717925 -6.500116 0.06 0.02 0.13
H 3.924850 -7.704921 -5.099665 -0.03 -0.10 -0.01
H 1.120904 -8.597050 -5.962504 0.01 0.07 0.08
H 1.796002 -6.995040 -6.179908 -0.05 -0.09 0.06
H 0.340371 -6.948549 -4.241535 0.06 -0.05 0.04
H 1.991333 -6.673420 -3.734262 -0.01 -0.06 -0.05
H 0.843029 -8.154070 -2.160667 -0.01 -0.04 -0.06
H 2.204337 -8.972863 -2.890348 -0.07 0.07 -0.03
H 0.329628 -10.503139 -2.745308 0.05 0.08 -0.12
H 0.662559 -10.202839 -4.439656 0.02 0.06 0.07
H -1.557680 -8.877513 -2.790172 0.02 0.00 -0.08
H -1.769197 -10.161024 -3.994032 0.01 0.16 0.06
H -1.252715 -8.553866 -4.507837 0.00 -0.08 0.11
```
Forces are in eV/Å.

## Properties
F_max = 0.18537 hartree/bohr
LUMO = -5.60 eV
E_HOMO = -11.94 eV
net charge = +1